*w*
C2H5N | ωB97M-V/def2-TZVPD

Atoms and positions in Å:
C -1.01530 0.43180 -0.44906
N -0.10233 -0.41570 -0.35356
C 0.97690 -0.16173 0.58149
H -1.75761 0.29717 -1.25996
H -1.28702 1.38422 0.03547
H 1.90209 -0.58784 0.17553
H 0.95752 -0.74603 1.50410
H 1.07856 0.88593 0.82929

Output
* LUMO level: 1.22 eV
* SMILES string: C=NC
* HOMO: -9.703 eV

Which charges does Mulliken predict for the atoms? In e, they are:
1. C -0.165
2. N -0.406
3. C -0.702
4. H 0.226
5. H 0.235
6. H 0.252
7. H 0.259
8. H 0.300

***

*x*
C2H5N | ωB97M-V/def2-TZVPD

Atoms and positions in Å:
C 1.19359 -0.02780 0.50179
N -0.18138 0.05356 0.89583
C -0.95232 -0.01426 -0.26768
H 2.02724 0.01756 1.16400
H 1.35785 -0.01157 -0.58167
H -1.58580 -0.88742 -0.21565
H -0.35406 -0.04188 -1.13652
H -1.50512 0.91181 -0.36009

Output
* LUMO level: 0.76 eV
* SMILES string: C=NC
* HOMO: -10.187 eV

Which charges does Mulliken predict for the atoms? In e, they are:
1. C -0.243
2. N -0.326
3. C -0.624
4. H 0.273
5. H 0.166
6. H 0.224
7. H 0.297
8. H 0.234

***

*y*
C2H5N | ωB97M-V/def2-TZVPD

Atoms and positions in Å:
C -0.58110 -0.51180 0.09994
C 0.30746 0.52451 -0.54439
N 0.73525 -0.32702 0.56275
H -0.65789 -1.42884 -0.44537
H -1.50921 -0.31883 0.73088
H 0.03743 1.52976 -0.34208
H 0.79132 0.18986 -1.41352
H 0.87675 0.34237 1.35178

Output
* LUMO level: 1.31 eV
* SMILES string: C1CN1
* HOMO: -9.421 eV

Which charges does Mulliken predict for the atoms? In e, they are:
1. C -0.218
2. C -0.379
3. N -0.503
4. H 0.174
5. H 0.211
6. H 0.275
7. H 0.213
8. H 0.228

***

Stability summary: most stable *w*, least stable *x*.

***

*w*
C2H4Cl2Si | ωB97M-V/def2-TZVPD

Atoms and positions in Å:
C -0.80964 -0.79696 -1.76560
C 0.49753 -0.64711 -1.82501
Si 0.55604 0.77738 1.46976
Cl -1.86324 -0.75081 -0.35737
Cl 1.36286 -0.41594 -0.16005
H -1.52973 -1.01394 -2.60225
H 0.26171 -0.37039 2.16032
H 1.92337 1.27559 1.82550
H -0.39890 1.94220 1.25469

Output
* LUMO level: -0.08 eV
* HOMO: -8.680 eV

Which charges does Mulliken predict for the atoms? In e, they are:
1. C -0.214
2. C -0.190
3. Si 0.472
4. Cl -0.230
5. Cl 0.031
6. H 0.295
7. H -0.056
8. H -0.092
9. H -0.015

***

*x*
C2H4Cl2Si | ωB97M-V/def2-TZVPD

Atoms and positions in Å:
Si 0.63913 1.20854 0.49691
C 0.15168 -0.52210 -0.10597
Cl 1.26854 -1.16614 -1.26067
C -1.23869 -1.10453 -0.24705
Cl -1.48994 -2.40054 -1.32222
H 0.18357 2.19500 -0.41341
H 0.49061 1.73588 1.81658
H 2.07863 1.09662 0.50538
H -2.08351 -1.04272 0.53044

Output
* LUMO level: -0.04 eV
* SMILES string: [SiH3]/C(Cl)=C/Cl
* HOMO: -9.092 eV

Which charges does Mulliken predict for the atoms? In e, they are:
1. Si 0.507
2. C 0.177
3. Cl -0.188
4. C -0.284
5. Cl -0.135
6. H -0.118
7. H -0.127
8. H -0.139
9. H 0.306

***

Stability summary: most stable *x*, least stable *w*.

***

*w*
CH4NO3 | ωB97M-V/def2-TZVPD

Atoms and positions in Å:
N 1.29353 -0.08771 0.16206
C 0.26793 0.66017 -0.68059
O -0.77586 1.04158 -0.10502
O 0.69008 0.88657 -1.83032
H 1.27324 -0.94612 -0.38450
H 2.10835 0.49229 0.00619
H -0.96243 -0.98497 0.67827
H -2.00931 -0.07955 1.22497
O -1.88554 -0.98226 0.92894

Output
* LUMO level: 4.46 eV
* charge: -1
* HOMO: -3.976 eV

Which charges does Mulliken predict for the atoms? In e, they are:
1. N -0.729
2. C 0.559
3. O -0.684
4. O -0.707
5. H 0.253
6. H 0.301
7. H 0.345
8. H 0.330
9. O -0.668

***

*x*
CH4NO3 | ωB97M-V/def2-TZVPD

Atoms and positions in Å:
N 0.20500 -0.30960 1.05295
C 1.23438 -0.37477 0.00458
O 0.93535 0.28927 -1.01684
O 2.19567 -1.08365 0.32138
H 0.37562 -0.70238 1.96067
H -0.43930 0.46424 1.05671
H -2.20433 0.13731 -0.99005
H -0.66425 0.73738 -1.10283
O -1.63815 0.84221 -1.28657

Output
* LUMO level: 4.35 eV
* charge: -1
* HOMO: -4.572 eV

Which charges does Mulliken predict for the atoms? In e, they are:
1. N -0.431
2. C 0.649
3. O -0.793
4. O -0.731
5. H 0.171
6. H 0.159
7. H 0.280
8. H 0.428
9. O -0.731

***

Stability summary: most stable *x*, least stable *w*.

***

*w*
C9H8OS | ωB97M-V/def2-TZVPD

Atoms and positions in Å:
O 0.92635 2.79594 -2.31830
C 0.22902 2.95377 -1.09835
C 0.05391 1.59251 -0.47134
C 0.49094 0.41626 -0.96066
C 0.15411 -0.70002 -0.10155
C 0.42901 -2.05850 -0.27860
C 0.00507 -2.97138 0.68989
C -0.68591 -2.52357 1.83836
C -0.96951 -1.18839 2.02521
C -0.54823 -0.27221 1.04146
S -0.78029 1.45209 1.05336
H 1.00645 3.64393 -2.71839
H 0.77883 3.61700 -0.40906
H -0.75637 3.43020 -1.26242
H 1.00048 0.32525 -1.90704
H 0.94400 -2.37573 -1.15211
H 0.23376 -4.02550 0.55366
H -1.01023 -3.25984 2.57594
H -1.50139 -0.85181 2.89995

Output
* LUMO level: 0.69 eV
* SMILES string: OCc1cc2ccccc2s1
* HOMO: -8.236 eV

Which charges does Mulliken predict for the atoms? In e, they are:
1. O -0.495
2. C -0.355
3. C 0.212
4. C -0.803
5. C 0.475
6. C -0.532
7. C -0.560
8. C -0.406
9. C -0.446
10. C 0.370
11. S -0.273
12. H 0.290
13. H 0.290
14. H 0.291
15. H 0.441
16. H 0.427
17. H 0.353
18. H 0.343
19. H 0.380

***

*x*
C9H8OS | ωB97M-V/def2-TZVPD

Atoms and positions in Å:
O 3.46378 0.93941 -0.30162
C 3.13073 -0.56743 -0.03304
C 1.60683 -0.53108 0.08920
C 0.92737 0.63833 0.18348
C -0.47534 0.42703 0.25752
C -1.43089 1.35222 0.45594
C -2.75870 0.95343 -0.10215
C -3.31143 -0.39443 -0.25960
C -2.28189 -1.36503 0.10108
C -0.88895 -0.85320 0.05430
S 0.50123 -1.92226 0.11948
H 4.37891 0.95569 0.07072
H 3.42705 -1.39850 -0.74222
H 3.53085 -0.91958 1.11438
H 1.53542 1.56177 -0.23139
H -1.22748 2.46991 0.64395
H -3.48319 1.72564 -0.59593
H -4.32140 -0.64763 -0.62103
H -2.32290 -2.42429 -0.20306

Output
* LUMO level: 0.48 eV
* SMILES string: OCc1cc2ccccc2s1
* HOMO: -7.947 eV

Which charges does Mulliken predict for the atoms? In e, they are:
1. O -0.517
2. C -0.273
3. C 0.251
4. C -1.018
5. C 0.666
6. C -0.535
7. C -0.209
8. C -0.396
9. C -0.549
10. C 0.528
11. S -0.249
12. H 0.306
13. H 0.271
14. H 0.257
15. H 0.256
16. H 0.316
17. H 0.225
18. H 0.371
19. H 0.297

***

Stability summary: most stable *w*, least stable *x*.